Record 1
ORCA calculation (ωB97M-V/def2-TZVPD) on a molecular structure, C35H39BrHfN5O7Si2.

Element x y z (Å)
Hf 0.79 1.29 -0.47
O 3.04 4.31 -1.84
C 2.24 3.44 -2.08
O 2.29 2.22 -1.62
C 1.07 3.72 -3.03
C 0.54 2.44 -3.69
C -0.35 2.77 -4.89
C -1.63 3.29 -4.19
C -1.24 3.17 -2.71
O -0.42 1.98 -2.71
C -0.22 4.25 -2.32
C -0.24 4.31 -0.78
O -0.91 5.18 -0.25
O 0.42 3.38 -0.18
H 1.41 4.44 -3.77
H 1.29 1.67 -3.84
H 0.11 3.51 -5.54
H -0.56 1.88 -5.47
H -1.88 4.32 -4.45
H -2.49 2.67 -4.41
H -2.06 3.04 -2.00
H -0.52 5.23 -2.69
C 1.93 3.52 2.55
Si 1.43 1.73 2.20
C -0.08 1.40 3.32
C 2.83 0.67 2.93
C 3.19 0.77 4.28
C 4.24 0.03 4.80
C 4.97 -0.82 3.97
C 4.63 -0.92 2.63
C 3.56 -0.20 2.09
Si 3.04 -0.35 0.26
C 3.29 -2.25 -0.03
C 4.54 0.29 -0.73
H 2.27 3.64 3.58
H 1.09 4.19 2.36
H 2.75 3.82 1.89
H 0.13 1.64 4.37
H -0.39 0.35 3.27
H -0.93 2.02 3.00
H 2.64 1.44 4.93
H 4.50 0.12 5.85
H 5.80 -1.39 4.37
H 5.21 -1.58 2.00
H 4.36 -2.47 0.02
H 2.96 -2.60 -1.01
H 2.81 -2.87 0.74
H 5.46 -0.19 -0.41
H 4.64 1.37 -0.62
H 4.40 0.09 -1.80
Br -1.63 -3.09 5.82
C -2.79 -3.12 4.31
C -3.08 -4.33 3.70
C -3.92 -4.34 2.61
C -4.43 -3.16 2.10
C -4.16 -1.95 2.74
C -3.33 -1.94 3.85
N -5.32 -3.28 0.97
N -5.24 -2.55 -0.02
C -4.19 -1.58 -0.13
C -4.56 -0.27 -0.33
C -3.63 0.78 -0.32
C -2.28 0.51 -0.15
O -1.34 1.40 -0.11
C -1.88 -0.86 -0.05
N -0.54 -1.04 0.01
C -0.09 -2.27 0.09
C -0.93 -3.40 0.09
C -2.29 -3.23 0.01
C -2.81 -1.92 -0.05
H -2.65 -5.25 4.09
H -4.18 -5.28 2.12
H -4.57 -1.03 2.37
H -3.10 -1.00 4.34
H -5.62 -0.05 -0.44
H -3.96 1.81 -0.42
H 0.98 -2.38 0.16
H -0.50 -4.38 0.14
H -2.95 -4.08 -0.01
C -0.08 -3.39 -3.65
N 0.74 -2.36 -3.06
C 0.32 -1.09 -2.82
N -0.93 -0.76 -3.23
O 1.08 -0.28 -2.26
H 0.55 -4.26 -3.86
H -0.50 -3.05 -4.60
H -0.89 -3.71 -2.99
H 1.62 -2.58 -2.62
H -1.65 -1.45 -3.28
H -1.20 0.19 -2.99

multiplicity	1
relative energy (zero: lowest compared OMol25 entry of this formula, charge and spin)	0.348	eV
total energy	-145823.1764	eV
HOMO level	-3.615	eV
charge	-1
HOMO-LUMO gap	0.192	Ha

Let us look at the Mulliken charges, expressed in e, one per atom: number 1, Hf, carries 2.405; number 2, O, carries -0.755; number 3, C, carries -0.264; number 4, O, carries -0.532; number 5, C, carries 0.092; number 6, C, carries -0.301; number 7, C, carries -1.037; number 8, C, carries -1.161; number 9, C, carries -0.398; number 10, O, carries 0.296; number 11, C, carries 0.341; number 12, C, carries -0.196; number 13, O, carries -0.783; number 14, O, carries -0.564; number 15, H, carries 0.568; number 16, H, carries 0.549; number 17, H, carries 0.454; number 18, H, carries 0.323; number 19, H, carries 0.481; number 20, H, carries 0.303; number 21, H, carries 0.566; number 22, H, carries 0.589; number 23, C, carries -1.355; number 24, Si, carries 0.756; number 25, C, carries -1.238; number 26, C, carries 0.503; number 27, C, carries -0.708; number 28, C, carries -0.754; number 29, C, carries -0.694; number 30, C, carries -0.606; number 31, C, carries 0.499; number 32, Si, carries 1.027; number 33, C, carries -1.715; number 34, C, carries -1.373; number 35, H, carries 0.375; number 36, H, carries 0.305; number 37, H, carries 0.314; number 38, H, carries 0.421; number 39, H, carries 0.146; number 40, H, carries 0.295; number 41, H, carries 0.259; number 42, H, carries 0.366; number 43, H, carries 0.379; number 44, H, carries 0.201; number 45, H, carries 0.447; number 46, H, carries 0.173; number 47, H, carries 0.453; number 48, H, carries 0.428; number 49, H, carries 0.257; number 50, H, carries 0.272; number 51, Br, carries -0.186; number 52, C, carries 0.024; number 53, C, carries -0.539; number 54, C, carries -0.174; number 55, C, carries 0.048; number 56, C, carries -0.059; number 57, C, carries -0.403; number 58, N, carries -0.462; number 59, N, carries -0.569; number 60, C, carries -0.201; number 61, C, carries -0.621; number 62, C, carries -0.791; number 63, C, carries -0.172; number 64, O, carries -0.511; number 65, C, carries -0.112; number 66, N, carries 0.624; number 67, C, carries 0.419; number 68, C, carries -1.507; number 69, C, carries -0.444; number 70, C, carries 1.076; number 71, H, carries 0.419; number 72, H, carries 0.442; number 73, H, carries 0.439; number 74, H, carries 0.448; number 75, H, carries 0.370; number 76, H, carries 0.546; number 77, H, carries -0.580; number 78, H, carries 0.521; number 79, H, carries 0.539; number 80, C, carries -1.050; number 81, N, carries 0.016; number 82, C, carries -0.134; number 83, N, carries -0.047; number 84, O, carries -0.209; number 85, H, carries 0.389; number 86, H, carries 0.282; number 87, H, carries 0.259; number 88, H, carries 0.311; number 89, H, carries 0.285; number 90, H, carries -0.096

---

Record 2
ORCA calculation (ωB97M-V/def2-TZVPD) on 5 unconnected molecules or ions with the total composition C35H39FNO2.

Element x y z (Å)
O -1.95 1.52 1.07
C -1.28 0.57 1.28
F -1.31 -0.53 0.45
C -0.34 0.52 2.55
C 0.27 1.91 2.88
C 0.30 2.32 4.26
N 0.85 3.52 4.65
C 1.39 4.37 3.73
C 1.42 4.08 2.28
C 2.10 5.15 1.38
C 2.01 4.89 -0.17
C 3.40 4.49 -0.85
C 4.59 5.44 -0.48
O 5.39 4.88 0.61
C 0.84 2.81 1.85
H 0.47 -0.24 2.37
H -0.91 0.16 3.45
H -0.13 1.65 5.04
H 0.87 3.78 5.63
H 1.85 5.32 4.10
H 1.59 6.14 1.57
H 3.16 5.28 1.76
H 1.28 4.08 -0.45
H 1.64 5.80 -0.73
H 3.63 3.42 -0.61
H 3.23 4.61 -1.96
H 5.28 5.59 -1.35
H 4.26 6.46 -0.12
H 5.21 3.93 0.69
H 0.84 2.54 0.77
C -5.30 -0.03 4.67
C -5.71 -0.93 5.65
C -4.99 -2.10 5.85
C -3.86 -2.37 5.09
C -3.45 -1.47 4.11
C -4.18 -0.30 3.90
H -5.86 0.89 4.50
H -6.58 -0.71 6.25
H -5.31 -2.80 6.61
H -3.30 -3.28 5.25
H -2.57 -1.67 3.51
H -3.86 0.40 3.13
C 2.14 6.54 -5.03
C 2.38 6.04 -6.30
C 1.77 4.86 -6.71
C 0.90 4.19 -5.86
C 0.66 4.69 -4.59
C 1.28 5.86 -4.17
H 2.63 7.45 -4.70
H 3.05 6.56 -6.97
H 1.96 4.47 -7.71
H 0.42 3.28 -6.18
H -0.02 4.17 -3.92
H 1.10 6.25 -3.17
C -0.92 -2.73 -2.80
C -0.49 -2.72 -1.47
C 0.38 -3.70 -1.03
C 0.83 -4.69 -1.90
C 0.40 -4.69 -3.22
C -0.48 -3.71 -3.67
H -1.61 -1.96 -3.15
H -0.84 -1.95 -0.79
H 0.71 -3.71 0.01
H 1.52 -5.45 -1.55
H 0.76 -5.45 -3.90
H -0.81 -3.72 -4.70
C -2.18 -9.83 -1.36
C -1.41 -10.40 -0.36
C -0.28 -9.74 0.11
C 0.07 -8.50 -0.42
C -0.71 -7.93 -1.42
C -1.83 -8.60 -1.90
H -3.06 -10.35 -1.73
H -1.68 -11.36 0.06
H 0.33 -10.18 0.89
H 0.94 -7.98 -0.05
H -0.44 -6.96 -1.83
H -2.43 -8.16 -2.68

multiplicity	1
total energy	-45222.3217	eV
HOMO level	-10.441	eV
charge	+1
HOMO-LUMO gap	0.211	Ha

Let us look at the Mulliken charges, expressed in e, one per atom: number 1, O, carries -0.429; number 2, C, carries 0.456; number 3, F, carries -0.301; number 4, C, carries -0.385; number 5, C, carries 0.415; number 6, C, carries -0.676; number 7, N, carries 0.024; number 8, C, carries -0.757; number 9, C, carries 0.220; number 10, C, carries -0.532; number 11, C, carries -0.480; number 12, C, carries -0.566; number 13, C, carries -0.464; number 14, O, carries -0.515; number 15, C, carries -0.032; number 16, H, carries 0.375; number 17, H, carries 0.215; number 18, H, carries 0.370; number 19, H, carries 0.311; number 20, H, carries 0.432; number 21, H, carries 0.414; number 22, H, carries 0.511; number 23, H, carries 0.257; number 24, H, carries 0.159; number 25, H, carries 0.336; number 26, H, carries 0.240; number 27, H, carries 0.296; number 28, H, carries 0.274; number 29, H, carries 0.325; number 30, H, carries 0.397; number 31, C, carries -0.597; number 32, C, carries -0.363; number 33, C, carries -0.406; number 34, C, carries -0.537; number 35, C, carries -0.141; number 36, C, carries -0.095; number 37, H, carries 0.378; number 38, H, carries 0.369; number 39, H, carries 0.369; number 40, H, carries 0.367; number 41, H, carries 0.339; number 42, H, carries 0.335; number 43, C, carries -0.523; number 44, C, carries -0.325; number 45, C, carries -0.412; number 46, C, carries -0.370; number 47, C, carries -0.418; number 48, C, carries -0.198; number 49, H, carries 0.367; number 50, H, carries 0.368; number 51, H, carries 0.365; number 52, H, carries 0.364; number 53, H, carries 0.368; number 54, H, carries 0.413; number 55, C, carries -0.609; number 56, C, carries -0.313; number 57, C, carries -0.471; number 58, C, carries -0.344; number 59, C, carries -0.488; number 60, C, carries -0.380; number 61, H, carries 0.389; number 62, H, carries 0.772; number 63, H, carries 0.338; number 64, H, carries 0.443; number 65, H, carries 0.393; number 66, H, carries 0.385; number 67, C, carries -0.351; number 68, C, carries -0.442; number 69, C, carries -0.404; number 70, C, carries -0.375; number 71, C, carries 0.297; number 72, C, carries -0.532; number 73, H, carries 0.362; number 74, H, carries 0.355; number 75, H, carries 0.357; number 76, H, carries 0.330; number 77, H, carries 0.020; number 78, H, carries 0.364